72
Properties=species:S:1:pos:R:3:forces:R:3:lowdin_charge:R:1 method="wB97M-V/def2-TZVPD" lumo_ev=-7.43 e_homo_ev=-11.35 charge=+1
N 1.4897 -2.2635 -1.4509 0.41 0.83 -0.19 0.184
B 0.6555 -1.1741 -1.7140 0.31 -0.06 0.07 -0.741
O 0.9373 0.1501 -1.9013 -0.22 -0.32 0.02 0.113
P -1.2931 -1.6763 -1.8403 0.94 0.29 -0.45 1.127
H 1.7246 -2.7543 -2.3134 -0.25 -0.73 0.32 0.117
H 2.3908 -1.9246 -1.0773 0.39 -0.05 0.24 0.080
H 0.6863 0.4042 -2.7996 -0.14 0.47 0.09 0.094
H -2.0229 -1.4251 -0.6868 -0.16 -0.25 0.11 -0.043
H -1.8424 -0.8899 -2.8462 -0.49 -0.14 -0.06 -0.029
H -1.3535 -3.0036 -2.2434 -0.46 -0.16 0.09 -0.004
C -6.8128 -0.0609 -0.9546 0.09 -0.20 -0.23 -0.010
C -5.3561 -0.4396 -0.9794 -0.07 -0.12 0.05 -0.493
O -4.8943 -1.1236 -1.8746 0.24 0.25 0.06 0.031
C -4.5032 0.0661 0.1577 0.03 -0.05 -0.17 -0.011
H -7.3111 -0.4902 -1.8208 -0.02 0.00 0.00 0.089
H -7.2869 -0.4432 -0.0497 0.03 0.11 0.07 0.099
H -6.9234 1.0236 -0.9809 -0.06 0.00 0.14 0.058
H -4.8774 -0.3084 1.1105 -0.04 0.10 0.03 0.102
H -4.5180 1.1577 0.1833 -0.12 0.00 0.11 0.091
H -3.4750 -0.2623 0.0518 0.01 -0.01 0.06 0.031
C -6.9879 5.3322 -1.6613 -0.14 -0.08 0.22 -0.061
C -6.8074 3.9369 -2.1971 -0.24 -0.22 0.25 -0.505
O -7.6156 3.0663 -1.9820 0.10 -0.07 -0.11 0.089
N -5.6819 3.6191 -2.9592 -0.09 0.60 -0.23 -0.113
C -4.5968 4.5015 -3.3375 0.51 0.95 3.18 -0.369
H -7.9258 5.3124 -1.1121 -0.05 0.07 -0.07 0.101
H -6.2052 5.6662 -0.9533 -0.31 -0.55 -0.47 -0.072
H -7.0591 6.0725 -2.4591 0.07 0.02 -0.01 0.076
H -5.6595 2.6426 -3.2434 0.00 0.13 0.75 0.095
H -4.5614 4.5051 -4.4337 2.60 6.63 9.28 -0.436
H -3.6571 4.0929 -2.9529 0.23 0.28 -0.13 0.115
H -4.7271 5.5144 -2.9628 -0.09 -0.05 0.30 0.012
C 2.7556 2.6163 -3.9407 0.09 -0.07 0.05 -0.148
O 2.7352 1.2106 -4.1624 -0.49 0.03 -0.11 -0.121
H 2.9543 3.0887 -4.8994 0.00 0.00 -0.01 0.080
H 1.7960 2.9834 -3.5591 0.02 0.03 0.00 0.067
H 3.5436 2.8951 -3.2397 0.00 0.03 0.00 0.088
H 2.5613 0.7814 -3.3214 0.49 -0.04 0.23 0.042
C -0.6070 -1.3334 2.0373 -0.22 -0.12 0.28 -0.123
O -1.9797 -1.0872 2.3601 0.02 0.06 -0.16 -0.135
H -0.4599 -0.9532 1.0278 0.14 0.10 -0.06 0.042
H 0.0694 -0.8066 2.7109 0.04 0.06 -0.07 0.098
H -0.3818 -2.3982 2.0635 0.05 0.13 -0.06 0.054
H -2.1324 -1.4138 3.2518 -0.03 -0.02 -0.02 0.080
C 0.1621 -5.5444 1.8612 0.33 -0.61 0.02 -0.741
O 0.4536 -4.3462 1.7992 -0.27 0.19 0.17 0.188
O 0.8545 -6.4926 1.2656 0.01 0.29 -0.06 0.200
O -0.8476 -5.8552 2.5414 -0.06 0.01 0.00 0.217
H 1.5986 -6.0489 0.8214 0.17 -0.21 0.01 0.155
F 4.2730 -3.1983 1.6116 -0.32 -0.21 0.16 -0.178
Al 5.0914 -2.3104 0.4546 -0.05 0.07 0.06 -0.203
F 3.9680 -1.1625 -0.1742 -0.36 -0.10 -0.24 -0.199
F 5.4917 -3.3127 -0.8268 -0.06 -0.16 -0.36 -0.182
F 6.4456 -1.5720 1.0813 0.28 0.28 0.05 -0.161
Be -4.8273 7.2843 -1.0657 0.54 0.66 0.16 0.419
N -0.4552 -5.8072 5.2965 -0.51 -0.22 -0.31 -0.594
O 0.6886 -5.5938 4.8880 0.15 0.02 -0.03 0.215
O -1.2914 -4.9420 5.0553 0.05 0.44 0.23 0.177
O -0.7587 -6.8360 5.8578 0.25 -0.01 -0.06 0.198
C 8.3997 1.4021 2.0714 0.05 0.10 0.00 -0.111
C 8.9375 1.0955 3.4642 -0.04 0.05 -0.14 -0.264
C 8.4341 -0.2495 4.0016 0.17 0.16 -0.03 -0.190
C 6.9794 -0.2780 4.1031 0.11 -0.25 -0.06 -0.248
N 5.8374 -0.3346 4.1636 -0.35 0.17 0.14 0.156
H 7.3123 1.4810 2.0764 -0.01 -0.08 -0.01 0.071
H 8.8014 2.3491 1.7081 0.01 0.00 0.00 0.067
H 8.6750 0.6216 1.3613 -0.05 -0.03 0.00 0.077
H 8.6498 1.8923 4.1534 0.01 -0.03 0.05 0.107
H 10.0285 1.0736 3.4405 0.01 -0.05 0.05 0.104
H 8.8485 -0.4485 4.9912 0.01 -0.03 -0.01 0.114
H 8.7399 -1.0601 3.3372 -0.05 -0.01 0.00 0.123
Cs -4.9292 3.5684 -5.5725 -3.15 -8.30 -13.17 1.642



105
Properties=species:S:1:pos:R:3:forces:R:3:mulliken_spin:R:1 method="wB97M-V/def2-TZVPD" lumo_ev="-4.82 / -5.33" e_homo_ev="-10.44 / -12.22" s2=8.782 charge=+2 spin_multiplicity=6 de_lowest_kcal_mol=62.8
Ru 0.6290 -0.9447 1.9577 0.77 0.09 -0.13 3.483
C 1.7948 -6.4400 2.3770 -0.02 0.05 0.00 0.011
As 1.1965 -4.5901 2.6056 0.03 -0.20 0.02 0.038
C 2.8162 -3.6849 1.9317 0.03 0.24 0.04 0.006
C 1.7200 -4.2276 4.4593 -0.02 -0.11 0.03 -0.015
C 2.6325 -5.0268 5.1413 -0.03 -0.03 0.01 0.003
C 3.0648 -4.6838 6.4159 0.00 0.01 0.00 0.002
C 2.6043 -3.5211 7.0135 0.03 -0.01 0.01 0.000
C 1.7008 -2.7098 6.3412 -0.08 0.03 0.00 -0.001
C 1.2422 -3.0658 5.0771 0.03 0.08 -0.06 0.028
As -0.0646 -1.9631 4.1456 -0.33 -0.34 0.76 0.079
C -1.6502 -3.0688 4.3696 -0.12 0.15 -0.10 -0.001
C -0.4772 -0.5641 5.4254 0.07 0.11 -0.07 0.010
H 2.8743 -6.5286 2.4879 0.00 0.00 0.02 0.002
H 1.5149 -6.7687 1.3783 -0.01 0.01 -0.01 -0.001
H 1.2995 -7.0834 3.1015 -0.03 0.02 0.01 -0.001
H 3.7201 -4.2282 2.2076 0.02 -0.05 0.02 0.002
H 3.1172 -2.4228 3.4051 -0.03 0.06 0.07 0.001
H 2.7635 -3.5865 0.8511 0.02 0.06 -0.04 0.001
H 3.0147 -5.9300 4.6821 -0.01 0.00 0.02 0.000
H 3.7663 -5.3230 6.9361 -0.01 0.02 0.00 0.000
H 2.9466 -3.2437 8.0019 -0.01 0.00 -0.02 0.000
H 1.3489 -1.8013 6.8119 0.02 -0.01 0.04 0.001
H -1.7506 -3.3125 5.4251 0.02 -0.01 0.03 0.001
H -1.5640 -3.9822 3.7903 0.04 -0.05 -0.05 0.002
H -2.5332 -2.5194 4.0411 0.03 0.03 -0.02 0.003
H -0.7816 -0.9882 6.3792 0.00 -0.04 0.02 0.002
H -1.2999 0.0212 5.0174 -0.03 0.00 -0.01 0.001
H 0.3767 0.0961 5.5597 0.03 0.00 0.00 0.003
C 5.9566 2.3169 -2.8646 -0.10 -0.05 -0.02 0.003
C 5.2845 1.0220 -3.3034 0.12 0.24 0.13 0.010
N 4.2828 0.5464 -2.3353 0.26 0.09 0.04 0.009
C 4.7066 -0.2407 -1.3200 -0.19 -0.08 0.17 0.394
C 3.8497 -0.7080 -0.2953 -0.07 -0.30 -0.71 -0.139
C 4.4860 -0.9749 0.8978 0.17 0.98 0.39 0.332
O 5.4393 -1.1239 1.5478 -0.14 -0.62 -0.01 0.163
O 2.8482 -2.3537 2.4799 -0.03 -0.05 -0.46 0.002
C 2.4270 -0.7064 -0.5724 -0.01 -0.25 0.01 0.157
O 1.5824 -1.4297 0.0167 0.08 0.21 0.14 0.037
C 2.0251 0.1984 -1.6207 -0.04 0.07 -0.23 0.037
C 0.6576 0.4651 -1.8216 0.06 -0.08 0.08 0.029
C 0.2476 1.4050 -2.7102 0.03 0.03 0.01 0.010
F -1.0774 1.6210 -2.8357 -0.01 0.06 0.03 -0.001
C 1.1669 2.1805 -3.4579 0.01 0.04 0.03 -0.004
C 2.5026 1.8550 -3.3331 0.10 0.04 -0.05 0.041
C 2.9581 0.8750 -2.4358 -0.25 -0.06 0.13 -0.034
N 0.8039 3.2530 -4.2993 -0.09 -0.01 0.01 0.001
C 1.5180 4.5255 -4.1473 -0.15 -0.14 -0.02 0.003
C 1.7346 5.1150 -5.5466 0.12 0.04 0.25 0.001
N 0.6227 4.6172 -6.4284 -0.06 0.02 0.06 0.000
C -0.6771 4.6081 -5.6809 -0.10 -0.10 0.13 0.000
C -0.6088 3.5089 -4.6058 0.21 -0.01 0.04 -0.001
H 6.7042 2.6129 -3.6006 -0.01 0.00 0.02 0.000
H 6.4569 2.1843 -1.9051 0.00 0.02 -0.02 0.002
H 5.2328 3.1272 -2.7579 0.02 -0.01 0.01 0.000
H 6.0252 0.2320 -3.4108 -0.02 -0.06 0.00 -0.011
H 4.7964 1.1328 -4.2686 0.00 -0.08 -0.02 0.001
H 5.7663 -0.4472 -1.2701 -0.01 0.02 -0.09 0.042
H -0.0760 -0.0594 -1.2237 -0.04 0.01 -0.01 -0.009
H 3.2217 2.4039 -3.9246 -0.03 -0.02 0.01 0.000
H 2.4710 4.3819 -3.6520 0.04 0.00 0.01 -0.003
H 0.9375 5.2023 -3.5165 -0.02 0.03 0.07 -0.001
H 2.6754 4.7998 -5.9923 -0.03 -0.05 -0.06 0.000
H 1.6983 6.2022 -5.5298 -0.05 0.01 -0.08 0.000
H 0.8352 3.6523 -6.6846 0.04 -0.03 -0.06 0.000
H 0.5589 5.1695 -7.2816 0.00 0.02 -0.05 0.000
H -1.4874 4.4231 -6.3811 0.02 0.03 -0.05 0.000
H -0.8068 5.5976 -5.2493 0.06 0.04 -0.04 0.000
H -1.0592 2.5929 -4.9789 -0.03 0.00 -0.02 0.001
H -1.1667 3.8439 -3.7295 -0.05 0.03 0.01 0.000
C -4.6795 3.3506 -1.9276 0.02 -0.10 0.03 0.000
C -5.1401 1.9840 -1.4885 -0.02 0.06 -0.01 0.001
C -4.4779 0.8363 -1.9183 0.02 -0.02 0.01 -0.001
C -4.8738 -0.4235 -1.5014 0.02 -0.07 -0.03 0.002
C -5.9353 -0.5619 -0.6138 0.07 -0.03 0.02 -0.002
N -6.3334 -1.8299 -0.1163 -0.04 0.14 0.11 0.000
C -5.5758 -2.9327 0.1747 0.05 -0.11 -0.01 0.000
O -6.0320 -4.0520 0.2024 0.02 0.09 0.00 0.000
N -4.2082 -2.7383 0.4310 0.06 0.06 -0.08 0.002
C -3.5452 -1.6553 0.9917 -0.18 0.07 0.02 -0.037
C -4.1678 -0.7100 1.8091 -0.03 -0.06 0.00 0.007
C -3.4444 0.3800 2.2552 0.01 0.03 -0.02 -0.012
C -2.1044 0.4876 1.9285 -0.11 -0.01 -0.16 0.036
N -1.4811 -0.4567 1.2126 -0.12 -0.11 0.26 0.057
C -2.1835 -1.4983 0.7573 0.08 0.14 -0.16 0.036
C -6.6320 0.5686 -0.2100 0.02 0.03 0.07 0.001
C -6.2368 1.8251 -0.6482 0.00 0.00 -0.02 0.000
H -3.7110 3.5917 -1.4824 -0.02 0.02 0.00 0.000
H -5.3890 4.1206 -1.6294 0.01 0.00 -0.02 0.000
H -4.5630 3.3936 -3.0122 -0.03 0.00 0.00 0.000
H -3.6443 0.9265 -2.6071 -0.02 0.00 0.04 0.000
H -4.3647 -1.3058 -1.8696 0.00 0.03 0.01 0.000
H -7.3212 -2.0307 -0.1046 -0.03 -0.06 -0.06 0.000
H -3.6859 -3.5908 0.3067 -0.01 -0.06 0.06 0.000
H -5.2037 -0.8349 2.0921 -0.03 0.02 -0.07 -0.001
H -3.9117 1.1375 2.8695 -0.01 0.00 -0.03 0.001
H -1.5114 1.3395 2.2343 0.05 -0.04 0.09 -0.005
H -1.6428 -2.2247 0.1584 0.02 -0.02 0.02 -0.012
H -7.4810 0.4666 0.4571 0.04 0.01 0.00 0.000
H -6.7892 2.6982 -0.3208 0.00 -0.03 -0.01 0.000
N 1.3089 1.0280 2.2742 -0.20 0.13 -0.24 0.064
C 1.1790 2.0565 1.6989 -0.03 -0.32 -0.34 0.077
N 1.0905 3.1869 1.1825 0.10 0.49 0.51 0.038
C 0.7253 3.7096 0.0503 0.00 -0.37 -0.26 -0.007
N 0.4229 4.2222 -0.9448 0.03 -0.04 -0.10 0.020



22
Properties=species:S:1:pos:R:3:forces:R:3:lowdin_charge:R:1 method="wB97M-V/def2-TZVPD" lumo_ev=3.58 e_homo_ev=-2.03 charge=-1 de_lowest_kcal_mol=0.0
C 0.9448 0.5486 -0.6671 -0.46 -0.41 -1.09 -0.256
N 0.3888 1.3767 0.3597 0.04 0.77 1.21 -0.052
C 0.9554 1.3795 1.6877 -1.20 -0.59 -0.60 -0.278
O 0.5848 0.2282 2.4730 0.11 0.32 0.55 -0.084
C 0.6024 -0.9540 -0.6504 1.46 -0.07 -0.42 -0.508
C -0.7793 -1.2878 -1.0280 -0.17 -0.99 1.72 -0.747
S -1.7389 -0.6743 -2.2408 -0.22 0.48 -1.59 0.534
N 1.7345 -1.5430 -1.5072 -0.04 0.07 0.05 -0.020
H 2.0164 0.7369 -0.7677 0.03 -0.11 0.30 0.103
H 0.4884 0.8563 -1.6238 0.26 0.29 0.16 0.090
H -0.6006 1.2099 0.5132 0.02 -0.10 -0.50 0.082
H 0.4280 2.1751 2.2112 0.48 0.25 0.20 0.107
H 2.0366 1.5015 1.6740 0.09 0.13 -0.11 0.112
H 0.8112 -1.3698 0.3441 -0.12 -0.03 -0.04 0.093
H 1.0365 -0.5484 2.1515 0.18 -0.27 -0.35 0.047
H -1.3155 -1.9262 -0.3333 0.07 -0.01 0.17 -0.016
H -2.2569 0.5604 -1.8981 -0.14 0.30 0.28 -0.220
H 1.5970 -2.5434 -1.5844 -0.28 -0.16 0.24 0.033
H 1.5573 -1.2448 -2.4621 -0.08 0.24 -0.09 0.036
H -2.6999 0.8657 0.4175 0.25 -0.34 -0.33 -0.013
H -2.6102 0.0398 1.7259 0.24 -0.01 -0.35 0.029
O -3.1810 0.6127 1.2051 -0.51 0.25 0.59 -0.071



no.,maximum force (eV Å⁻¹)
1,15.9
2,1.1
3,2.0